Record 1
14
Properties=species:S:1:pos:R:3 method="wB97M-V/def2-TZVPD" energy_ha=-726.169896 largest_force_ev_per_a=6.22 de_lowest_ev=4.6436 lumo_energy_ev=0.48 gap_ev=8.9 charge=0
H -0.815 -0.752 1.882
N 0.157 -0.733 1.236
C -0.567 -0.412 0.118
C -2.223 -0.482 0.318
N 0.057 0.190 -0.875
C 1.379 0.680 -0.942
C 2.336 0.100 -0.111
Cl 3.861 0.926 -0.361
H -2.662 -0.941 -0.568
H -2.515 -0.984 1.202
H -2.420 0.670 0.648
H -0.516 0.434 -1.795
H 1.448 1.906 -1.447
H 2.481 -0.601 0.694

---

Record 2
10
Properties=species:S:1:pos:R:3 method="wB97M-V/def2-TZVPD" smiles="C1=CC1.O=P" energy_ha=-533.763197 largest_force_ev_per_a=1.61 de_lowest_ev=2.5911 lumo_energy_ev=-0.91 gap_ev=8.6 charge=0
C 1.101 -0.182 0.567
C 1.127 -1.338 -0.028
C -0.089 -1.064 0.801
H 1.534 0.757 0.803
H 1.624 -2.031 -0.657
H -0.208 -1.557 1.760
H -1.035 -0.836 0.312
O -1.586 3.078 -0.577
P -1.842 1.751 -1.113
H -0.626 1.423 -1.870

---

Record 3
65
Properties=species:S:1:pos:R:3 method="wB97M-V/def2-TZVPD" energy_ha=-3459.475035 largest_force_ev_per_a=3.60 lumo_energy_ev=-9.91 gap_ev=6.6 charge=+3
Lu -0.376 -0.487 0.482
P 1.802 0.851 1.834
P -1.911 1.628 1.335
P 0.715 1.482 -1.237
H -0.575 -3.492 1.747
C 0.211 -3.772 0.951
C 1.369 -3.049 1.219
H 1.453 -2.606 2.274
C 2.283 0.324 3.544
C 1.722 2.670 2.149
C 3.472 0.811 1.061
C -3.606 1.328 0.694
C -2.405 1.945 3.082
C -1.791 3.391 0.832
C 2.098 0.719 -2.202
C 1.406 3.189 -1.243
C -0.520 1.764 -2.584
H -0.011 -4.431 0.088
H 2.194 -2.686 0.537
H 2.277 -0.764 3.638
H 1.616 0.751 4.313
H 3.305 0.668 3.779
H 0.924 2.906 2.855
H 1.559 3.230 1.217
H 2.689 2.997 2.568
H 3.742 -0.220 0.796
H 4.191 1.190 1.808
H 3.536 1.449 0.161
H -4.213 2.219 0.934
H -4.013 0.429 1.178
H -3.555 1.169 -0.396
H -3.226 2.689 3.083
H -1.548 2.329 3.659
H -2.748 1.017 3.554
H -2.702 3.870 1.224
H -1.750 3.478 -0.261
H -0.890 3.851 1.259
H 1.909 0.963 -3.265
H 2.120 -0.376 -2.071
H 3.089 1.090 -1.887
H 1.540 3.462 -2.310
H 2.381 3.254 -0.745
H 0.740 3.928 -0.779
H 0.037 1.837 -3.531
H -1.106 2.678 -2.420
H -1.242 0.936 -2.637
C -0.822 -2.933 -3.678
C -1.962 -2.751 -4.543
C -1.980 -3.489 -5.772
C -0.936 -4.384 -6.133
C 0.026 -4.696 -5.144
C 0.016 -4.044 -3.906
S -0.205 -1.787 -2.339
H -1.125 -1.610 -1.185
H -2.832 -2.157 -4.270
H -2.788 -3.392 -6.526
H -0.866 -4.824 -7.166
H 0.779 -5.439 -5.357
H 0.674 -4.331 -3.072
C -0.721 -0.783 5.272
C -0.706 -0.913 3.850
N -0.586 -0.868 2.680
H 0.164 -1.290 5.718
H -1.651 -1.209 5.715
H -0.672 0.293 5.568

---

Record 4
76
Properties=species:S:1:pos:R:3 method="wB97M-V/def2-TZVPD" energy_ha=-3109.918524 largest_force_ev_per_a=2.73 de_lowest_ev=0.2908 lumo_energy_ev=-2.48 gap_ev=6.3 charge=0
W 0.234 -0.338 0.931
C -4.110 -0.276 1.890
O -4.212 -0.484 0.474
C -3.683 -1.647 0.008
C -4.504 -2.549 -0.659
C -4.009 -3.742 -1.173
C -2.670 -4.058 -1.019
C -1.821 -3.154 -0.384
C -0.403 -3.426 -0.276
N 0.466 -2.573 0.121
N 1.771 -3.055 0.139
C 2.555 -2.116 0.527
O 2.091 -0.895 0.785
C 4.007 -2.282 0.690
C 4.663 -3.331 0.049
C 6.027 -3.490 0.225
C 6.727 -2.611 1.043
C 6.071 -1.566 1.677
C 4.707 -1.392 1.499
C -2.319 -1.950 0.109
O -1.489 -1.057 0.663
H -4.622 0.660 2.095
H -3.074 -0.211 2.214
H -4.608 -1.091 2.420
H -5.550 -2.289 -0.760
H -4.674 -4.427 -1.680
H -2.269 -4.989 -1.397
H -0.035 -4.405 -0.573
H 4.102 -4.008 -0.579
H 6.545 -4.298 -0.272
H 7.791 -2.743 1.186
H 6.619 -0.886 2.315
H 4.177 -0.588 1.992
O -1.557 2.249 3.545
C -1.363 1.924 2.411
O -0.533 0.868 2.150
C -1.939 2.558 1.220
C -2.796 3.632 1.420
C -3.340 4.290 0.337
C -2.984 3.958 -0.960
C -2.099 2.927 -1.146
C -1.617 2.103 -0.085
O -0.993 1.020 -0.359
N -1.624 2.709 -2.518
O -0.467 2.342 -2.667
O -2.388 2.932 -3.429
N -4.279 5.394 0.554
O -4.635 6.025 -0.421
O -4.644 5.602 1.692
H -3.032 3.941 2.428
H -3.366 4.516 -1.802
S -0.091 -2.487 5.050
C 0.096 -1.912 3.600
N 0.236 -1.494 2.494
N 1.378 -0.760 -6.690
C 1.205 -0.692 -5.559
C 0.988 -0.621 -4.134
C 2.045 -0.358 -3.279
C 1.800 -0.312 -1.918
N 0.584 -0.517 -1.407
C -0.440 -0.744 -2.239
C -0.280 -0.815 -3.607
H 3.043 -0.188 -3.655
H 2.590 -0.093 -1.218
H -1.416 -0.855 -1.800
H -1.132 -0.997 -4.244
N 1.398 3.441 -0.277
C 1.597 2.493 0.654
O 1.298 1.287 0.266
C 2.108 2.780 1.918
C 2.425 4.112 2.271
N 2.689 5.217 2.460
C 2.223 1.653 2.762
N 2.159 0.573 3.167
H 1.002 3.165 -1.163
H 1.649 4.399 -0.100

---

Record 5
42
Properties=species:S:1:pos:R:3 method="wB97M-V/def2-TZVPD" energy_ha=-1106.388917 largest_force_ev_per_a=3.17 de_lowest_ev=3.0962 lumo_energy_ev=-0.48 gap_ev=9.0 charge=0
C 2.968 0.560 -0.886
C 1.765 1.266 -0.296
N 1.400 2.351 -0.837
C 1.135 0.629 0.930
C -0.421 0.354 0.880
C -1.238 0.816 -0.335
C -0.890 0.179 -1.676
O -1.149 1.173 -2.678
C -0.711 0.876 -3.927
C -0.476 -0.559 -4.334
O -0.559 1.769 -4.701
C -0.913 1.295 2.000
N -0.847 0.747 3.143
C -1.230 1.565 4.386
O -0.634 2.636 4.420
O -2.051 1.046 5.141
C -0.404 -0.641 3.061
C -0.856 -0.949 1.619
C -0.587 -2.367 1.050
C 0.297 -2.489 -0.156
O -0.154 -2.822 -1.221
O 1.608 -2.276 -0.007
H 3.486 0.062 -0.064
H 2.681 -0.177 -1.631
H 3.646 1.313 -1.273
H 0.608 2.744 -0.326
H 1.621 -0.304 1.195
H 1.352 1.302 1.763
H -2.273 0.539 -0.115
H -1.262 1.896 -0.445
H -1.544 -0.671 -1.872
H 0.131 -0.194 -1.719
H -1.372 -1.165 -4.229
H 0.356 -0.994 -3.785
H -0.208 -0.525 -5.383
H -1.233 2.314 1.834
H 0.629 -0.847 3.312
H -1.108 -1.183 3.693
H -1.944 -0.880 1.642
H -1.533 -2.815 0.779
H -0.145 -2.975 1.843
H 2.060 -2.600 -0.799

---

Record 6
15
Properties=species:S:1:pos:R:3 method="wB97M-V/def2-TZVPD" smiles=Br[Si@H]1C[SiH2]C[Si@@H]1Br energy_ha=-6097.491910 largest_force_ev_per_a=3.51 de_lowest_ev=2.2989 lumo_energy_ev=-1.72 gap_ev=7.5 charge=0
Br 1.331 -3.373 -0.361
Si 0.854 -1.542 0.757
C 1.730 -0.021 0.075
Si 0.604 1.510 -0.278
C -1.209 0.954 0.090
Si -1.648 -0.886 -0.211
Br -4.382 -0.635 -0.309
H 1.165 -2.006 2.267
H 2.151 -0.482 -0.890
H 2.632 0.360 0.716
H 0.711 1.659 -1.700
H 0.710 2.524 0.722
H -1.406 1.235 1.158
H -1.731 1.827 -0.476
H -1.510 -1.124 -1.560